{
  "formula": "C18H23FN2O4S2",
  "method": "wB97M-V/def2-TZVPD",
  "elements": ["O", "S", "O", "C", "C", "C", "C", "F", "C", "C", "N", "C", "C", "N", "C", "C", "O", "C", "O", "C", "C", "C", "C", "C", "S", "C", "C", "H", "H", "H", "H", "H", "H", "H", "H", "H", "H", "H", "H", "H", "H", "H", "H", "H", "H", "H", "H", "H", "H", "H"],
  "coordinates": [[-2.798, -0.749, 2.534], [-2.717, -0.665, 1.106], [-1.633, -1.346, 0.454], [-4.257, -1.251, 0.401], [-5.441, -0.786, 0.943], [-6.646, -1.218, 0.419], [-6.625, -2.109, -0.642], [-7.794, -2.531, -1.157], [-5.444, -2.582, -1.191], [-4.246, -2.142, -0.655], [-2.832, 0.960, 0.698], [-2.139, 1.861, 1.597], [-0.636, 1.854, 1.322], [-0.416, 2.252, -0.057], [0.963, 2.534, -0.385], [1.907, 1.318, -0.471], [1.834, 0.770, -1.767], [3.359, 1.728, -0.177], [4.263, 0.682, -0.456], [4.332, -0.318, 0.537], [5.442, -1.258, 0.200], [6.227, -1.281, -0.908], [7.180, -2.326, -0.885], [7.101, -3.080, 0.238], [5.860, -2.531, 1.299], [-1.040, 1.304, -0.968], [-2.543, 1.248, -0.692], [-5.399, -0.100, 1.773], [-7.591, -0.881, 0.816], [-5.476, -3.279, -2.013], [-3.297, -2.484, -1.037], [-2.348, 1.525, 2.612], [-2.545, 2.865, 1.443], [-0.136, 2.570, 1.979], [-0.258, 0.841, 1.541], [0.976, 3.024, -1.363], [1.344, 3.235, 0.362], [1.592, 0.561, 0.267], [2.663, 0.296, -1.924], [3.461, 2.068, 0.862], [3.646, 2.539, -0.853], [4.516, 0.142, 1.522], [3.384, -0.877, 0.607], [6.126, -0.569, -1.706], [7.888, -2.502, -1.674], [7.691, -3.929, 0.520], [-0.861, 1.644, -1.990], [-0.624, 0.294, -0.860], [-3.010, 0.468, -1.296], [-3.003, 2.211, -0.928]],
  "atomic_forces_ev_per_a": [[-0.124, 0.210, 0.146], [-0.706, 0.034, -0.197], [-0.125, 0.045, -0.235], [0.640, 0.154, 0.124], [-0.141, -0.041, -0.003], [0.018, -0.068, -0.063], [0.189, 0.006, -0.003], [0.097, 0.042, 0.049], [-0.243, 0.036, 0.061], [0.107, 0.001, 0.036], [-0.093, -0.948, 0.382], [0.455, 0.051, 0.603], [-0.221, 0.173, 0.054], [-0.125, 0.059, 0.070], [0.248, -0.330, -0.068], [0.273, 0.288, 0.418], [0.057, -0.121, -0.325], [-0.459, 0.102, -0.063], [0.189, -0.147, -0.138], [-0.216, -0.003, 0.240], [0.021, -0.197, 0.236], [-0.253, 0.185, 0.136], [0.121, -0.210, 0.084], [-0.174, 0.007, 0.236], [0.123, 0.224, -0.489], [-0.186, 0.000, -0.087], [0.250, -0.058, -0.602], [-0.112, 0.116, 0.108], [-0.086, 0.024, 0.032], [-0.016, -0.058, -0.070], [0.073, -0.072, -0.099], [0.042, 0.217, 0.019], [0.001, -0.072, -0.002], [0.003, -0.045, 0.030], [0.095, 0.084, 0.036], [0.147, 0.036, 0.034], [0.025, 0.047, -0.012], [0.012, 0.100, -0.045], [-0.092, -0.012, 0.029], [-0.007, -0.008, -0.046], [-0.063, 0.023, 0.091], [-0.061, -0.025, -0.146], [0.099, 0.131, -0.006], [-0.043, 0.157, -0.127], [0.140, -0.067, -0.111], [0.157, -0.175, 0.009], [-0.031, -0.057, -0.033], [0.027, 0.124, -0.106], [-0.018, 0.125, -0.176], [-0.015, -0.090, -0.010]],
  "nbo_charge": [-0.941, 2.315, -0.947, -0.349, -0.144, -0.282, 0.414, -0.317, -0.274, -0.174, -0.670, -0.236, -0.244, -0.446, -0.222, 0.040, -0.728, -0.080, -0.539, -0.090, -0.218, -0.251, -0.253, -0.408, 0.420, -0.254, -0.235, 0.240, 0.237, 0.236, 0.249, 0.238, 0.207, 0.205, 0.176, 0.213, 0.197, 0.161, 0.482, 0.172, 0.196, 0.183, 0.186, 0.233, 0.224, 0.235, 0.214, 0.207, 0.215, 0.209],
  "lumo_energy_ev": 0.689,
  "gap_ev": 9.22,
  "smiles": "O=S(=O)(c1ccc(F)cc1)N1CCN(C[C@@H](O)COCc2cccs2)CC1",
  "charge": 0
}

{
  "formula": "C18H23N3O2S",
  "method": "wB97M-V/def2-TZVPD",
  "elements": ["C", "N", "C", "C", "N", "C", "C", "C", "C", "C", "N", "S", "O", "O", "C", "C", "C", "C", "C", "C", "C", "C", "C", "C", "H", "H", "H", "H", "H", "H", "H", "H", "H", "H", "H", "H", "H", "H", "H", "H", "H", "H", "H", "H", "H", "H", "H"],
  "coordinates": [[5.582, -1.498, 5.358], [5.079, -1.271, 4.022], [3.852, -2.003, 3.774], [3.412, -1.833, 2.320], [3.226, -0.428, 2.044], [2.351, -0.010, 1.054], [1.770, -0.893, 0.139], [0.845, -0.455, -0.788], [0.469, 0.878, -0.850], [-0.572, 1.365, -1.819], [-1.816, 1.754, -1.172], [-2.833, 0.497, -0.729], [-2.116, -0.664, -0.282], [-3.809, 1.076, 0.147], [-3.574, 0.145, -2.317], [-4.406, 1.093, -2.878], [-4.968, 0.847, -4.119], [-4.688, -0.339, -4.780], [-3.853, -1.284, -4.206], [-3.291, -1.041, -2.963], [1.047, 1.764, 0.053], [1.965, 1.334, 0.987], [4.443, 0.312, 2.298], [4.858, 0.138, 3.756], [6.520, -0.958, 5.481], [5.774, -2.562, 5.490], [4.881, -1.167, 6.141], [4.032, -3.062, 3.974], [3.037, -1.657, 4.436], [2.466, -2.358, 2.183], [4.175, -2.277, 1.661], [2.047, -1.936, 0.138], [0.409, -1.163, -1.476], [-0.207, 2.237, -2.374], [-0.831, 0.580, -2.533], [-1.678, 2.378, -0.391], [-4.603, 2.000, -2.329], [-5.623, 1.577, -4.571], [-5.127, -0.530, -5.749], [-3.642, -2.208, -4.724], [-2.644, -1.755, -2.476], [0.769, 2.809, 0.028], [2.370, 2.047, 1.689], [4.300, 1.368, 2.075], [5.256, -0.072, 1.660], [5.790, 0.679, 3.938], [4.074, 0.557, 4.412]],
  "atomic_forces_ev_per_a": [[-0.008, 0.003, -0.044], [-0.087, 0.032, -0.014], [0.009, -0.126, -0.245], [-0.085, -0.119, 0.248], [0.116, -0.150, 0.339], [-0.339, 0.094, -0.316], [0.226, -0.076, 0.142], [-0.009, 0.304, -0.057], [0.125, -0.098, -0.116], [0.297, -0.122, -0.094], [-0.776, -0.447, 0.205], [0.048, 0.438, -0.032], [-0.016, 0.005, -0.389], [-0.053, 0.190, -0.138], [0.329, -0.022, 0.446], [-0.161, 0.124, -0.073], [0.016, 0.067, 0.118], [0.032, -0.079, -0.029], [-0.034, 0.012, -0.032], [0.091, -0.138, 0.094], [0.026, -0.146, -0.166], [0.092, 0.049, 0.045], [0.145, 0.216, 0.225], [0.113, 0.061, -0.278], [0.043, -0.003, 0.077], [0.029, -0.032, 0.076], [-0.012, 0.006, 0.021], [-0.038, 0.012, 0.010], [0.026, -0.039, -0.027], [0.055, -0.002, -0.031], [-0.077, -0.043, -0.008], [0.047, -0.096, 0.030], [-0.076, -0.093, -0.057], [-0.093, -0.172, -0.008], [0.202, 0.079, -0.138], [-0.167, 0.059, 0.243], [-0.078, 0.172, -0.016], [-0.050, 0.065, -0.015], [-0.032, -0.013, -0.076], [0.021, -0.072, -0.024], [0.071, -0.125, -0.005], [-0.001, 0.139, 0.025], [0.026, 0.034, 0.087], [0.012, -0.056, 0.001], [-0.019, 0.093, 0.012], [-0.029, 0.014, 0.008], [0.041, 0.002, -0.024]],
  "nbo_charge": [-0.405, -0.436, -0.224, -0.220, -0.437, 0.168, -0.227, -0.166, -0.105, -0.248, -0.857, 2.295, -0.937, -0.938, -0.257, -0.202, -0.210, -0.187, -0.213, -0.220, -0.148, -0.256, -0.213, -0.227, 0.200, 0.201, 0.164, 0.202, 0.167, 0.215, 0.178, 0.206, 0.210, 0.212, 0.213, 0.403, 0.239, 0.220, 0.217, 0.220, 0.243, 0.194, 0.207, 0.211, 0.180, 0.201, 0.166],
  "lumo_energy_ev": 0.754,
  "gap_ev": 8.45,
  "smiles": "CN1CCN(c2ccc(CNS(=O)(=O)c3ccccc3)cc2)CC1",
  "charge": 0
}